195
Properties=species:S:1:pos:R:3:lowdin_charge:R:1 method="wB97M-V/def2-TZVPD" total_charge=0 e_homo_ev=-9.9 energy_ev=-151336.1491 de_lowest_kcal_mol=137.37 homo_lumo_gap_ev=10.28
C -5.407 -16.161 1.453 -1.041
Cl -4.764 -14.460 1.523 0.464
Cl -4.778 -17.154 2.680 0.589
H -6.489 -16.084 1.554 0.030
H -5.125 -16.662 0.526 0.019
C 2.427 -19.923 1.066 -0.047
C 1.029 -19.765 1.541 -0.228
O 0.304 -20.891 1.178 0.037
C -1.013 -20.868 1.020 -0.536
O -1.591 -21.899 0.666 0.081
O -1.617 -19.673 1.226 -0.018
C -2.973 -19.479 0.892 -0.057
H 2.425 -19.586 0.029 0.077
H 2.838 -20.929 1.151 0.074
H 3.186 -19.501 1.725 0.071
H 0.645 -18.838 1.115 0.122
H 1.141 -19.763 2.625 0.132
H -3.548 -20.047 1.623 0.082
H -3.175 -19.800 -0.130 0.084
H -3.171 -18.417 0.746 0.064
C -4.282 -22.040 9.118 -0.037
C -4.788 -22.600 7.781 -0.268
O -3.786 -23.030 6.936 0.011
C -3.287 -22.244 5.932 -0.553
O -3.492 -21.007 5.820 0.078
O -2.662 -23.023 5.109 0.032
C -2.221 -22.546 3.907 -0.055
H -3.995 -22.912 9.705 0.078
H -5.201 -21.600 9.507 0.081
H -3.467 -21.355 8.885 0.072
H -5.507 -21.917 7.328 0.120
H -5.382 -23.503 7.926 0.126
H -1.298 -21.966 3.924 0.089
H -3.022 -22.009 3.399 0.093
H -2.074 -23.399 3.245 0.099
C 6.510 -19.441 0.653 -0.030
C 7.268 -19.030 -0.660 -0.190
O 8.612 -19.426 -0.474 0.008
C 9.572 -18.466 -0.287 -0.486
O 9.441 -17.263 -0.581 0.084
O 10.717 -19.038 0.185 -0.030
C 11.910 -18.304 0.342 -0.051
H 6.362 -20.521 0.616 0.069
H 5.508 -19.042 0.495 0.043
H 6.932 -19.222 1.634 0.066
H 7.196 -17.980 -0.941 0.115
H 6.790 -19.601 -1.456 0.121
H 12.315 -18.256 -0.668 0.099
H 12.505 -19.058 0.857 0.096
H 11.880 -17.334 0.839 0.100
C -2.906 -19.032 -7.298 -0.028
C -3.491 -17.725 -6.729 -0.278
O -3.855 -17.850 -5.453 0.016
C -5.114 -18.165 -5.126 -0.577
O -6.114 -18.151 -5.867 0.090
O -5.252 -18.482 -3.870 0.022
C -4.136 -18.840 -3.005 -0.004
H -2.135 -19.357 -6.599 0.081
H -2.521 -18.835 -8.299 0.076
H -3.719 -19.733 -7.486 0.074
H -4.399 -17.301 -7.159 0.125
H -2.799 -16.889 -6.832 0.127
H -4.534 -19.135 -2.034 0.089
H -3.293 -18.149 -3.012 0.079
H -3.714 -19.773 -3.377 0.074
C -6.574 -21.727 -5.298 -0.053
C -5.172 -21.779 -4.777 -0.245
O -4.697 -23.105 -4.949 0.038
C -3.747 -23.638 -4.149 -0.521
O -3.438 -24.819 -4.241 0.119
O -3.287 -22.739 -3.211 -0.046
C -2.455 -23.199 -2.153 -0.022
H -7.208 -22.477 -4.825 0.082
H -6.465 -21.944 -6.361 0.082
H -7.061 -20.760 -5.418 0.077
H -5.158 -21.480 -3.729 0.109
H -4.543 -21.069 -5.314 0.115
H -2.836 -24.101 -1.673 0.094
H -2.333 -22.320 -1.520 0.076
H -1.455 -23.346 -2.561 0.080
C 1.097 -22.248 -2.396 -0.036
C 1.310 -20.929 -3.221 -0.138
O 1.197 -19.800 -2.330 0.016
C 0.045 -19.222 -2.161 -0.657
O -1.020 -19.696 -2.397 0.143
O 0.280 -18.011 -1.667 0.009
C -0.869 -17.202 -1.217 0.004
H 0.321 -22.059 -1.654 0.052
H 1.931 -22.487 -1.736 0.080
H 0.827 -23.094 -3.028 0.081
H 0.591 -20.751 -4.020 0.123
H 2.307 -20.986 -3.656 0.119
H -0.928 -16.286 -1.806 0.098
H -0.890 -17.005 -0.145 0.093
H -1.821 -17.676 -1.453 0.057
C 7.364 -17.221 3.883 -0.067
C 6.382 -16.245 4.408 -0.259
O 5.150 -16.425 3.752 0.044
C 4.209 -17.268 4.177 -0.517
O 3.198 -17.464 3.503 0.096
O 4.583 -17.897 5.344 -0.032
C 3.594 -18.761 5.970 -0.023
H 7.318 -17.165 2.795 0.082
H 7.113 -18.175 4.347 0.081
H 8.369 -17.084 4.282 0.087
H 6.803 -15.253 4.242 0.125
H 6.360 -16.173 5.495 0.128
H 2.560 -18.564 5.688 0.094
H 3.815 -18.797 7.037 0.095
H 3.775 -19.795 5.674 0.073
C 2.397 -27.314 -4.534 -0.058
C 1.210 -27.246 -3.486 -0.181
O 1.557 -26.385 -2.376 0.045
C 0.619 -25.928 -1.570 -0.604
O -0.549 -26.323 -1.554 0.096
O 1.104 -25.086 -0.692 0.010
C 0.255 -24.493 0.280 -0.032
H 2.042 -27.801 -5.443 0.073
H 3.348 -27.701 -4.169 0.070
H 2.573 -26.254 -4.720 0.062
H 1.139 -28.303 -3.228 0.113
H 0.249 -27.033 -3.953 0.124
H 0.504 -24.859 1.276 0.084
H -0.815 -24.527 0.074 0.073
H 0.431 -23.418 0.240 0.065
O 4.516 -15.588 -2.343 0.087
C 4.138 -16.738 -2.164 -0.526
O 3.903 -17.333 -0.990 -0.020
C 4.038 -16.637 0.253 -0.213
C 2.748 -15.914 0.578 -0.052
C 3.846 -17.604 -3.351 0.023
H 4.789 -15.858 0.124 0.122
H 4.353 -17.274 1.080 0.090
H 2.477 -15.105 -0.100 0.083
H 2.755 -15.540 1.602 0.074
H 1.908 -16.606 0.531 0.061
H 4.730 -18.230 -3.474 0.088
H 3.873 -17.074 -4.303 0.086
H 2.861 -18.068 -3.394 0.072
O -6.181 -19.916 0.368 0.039
C -7.055 -20.782 0.606 -0.490
O -7.148 -21.568 1.666 0.021
C -6.210 -21.308 2.694 -0.210
C -6.409 -22.359 3.807 -0.036
C -8.151 -20.964 -0.431 0.018
H -6.198 -20.278 3.052 0.125
H -5.202 -21.447 2.304 0.098
H -6.255 -23.409 3.562 0.073
H -7.450 -22.366 4.131 0.078
H -5.750 -22.022 4.607 0.059
H -7.778 -21.029 -1.453 0.086
H -8.927 -20.223 -0.240 0.093
H -8.663 -21.904 -0.223 0.068
O -4.354 -26.876 -0.166 0.080
C -4.445 -25.698 0.193 -0.521
O -5.228 -24.856 -0.436 -0.014
C -6.135 -25.236 -1.457 -0.191
C -7.569 -24.682 -1.230 -0.045
C -3.755 -25.033 1.381 0.036
H -6.290 -26.307 -1.325 0.114
H -5.777 -25.058 -2.471 0.121
H -8.322 -25.079 -1.911 0.082
H -7.483 -23.596 -1.286 0.043
H -7.869 -24.856 -0.196 0.077
H -4.522 -24.579 2.009 0.074
H -2.909 -24.441 1.031 0.065
H -3.415 -25.828 2.045 0.090
O 1.986 -21.613 5.734 0.017
C 1.100 -22.490 5.364 -0.329
O 0.054 -23.079 6.162 -0.056
C -0.206 -22.798 7.567 -0.214
C -0.413 -21.370 7.979 -0.063
C 1.153 -23.104 3.975 0.020
H 0.596 -23.231 8.165 0.122
H -1.144 -23.324 7.747 0.113
H -1.314 -20.968 7.516 0.065
H 0.509 -20.844 7.733 0.074
H -0.750 -21.375 9.016 0.084
H 0.487 -22.550 3.314 0.065
H 0.920 -24.160 3.843 0.090
H 2.156 -23.211 3.563 0.070
O 2.775 -25.384 2.062 0.099
C 3.657 -24.770 2.610 -0.587
O 4.082 -24.878 3.829 0.016
C 3.536 -25.835 4.661 -0.228
C 3.431 -25.586 6.176 -0.042
C 4.517 -23.779 1.812 0.036
H 4.225 -26.674 4.574 0.130
H 2.543 -26.082 4.286 0.120
H 2.488 -25.092 6.408 0.059
H 4.309 -25.079 6.577 0.082
H 3.334 -26.524 6.723 0.078
H 3.724 -23.370 1.187 0.077
H 5.400 -24.116 1.269 0.089
H 5.000 -23.074 2.489 0.081

179
Properties=species:S:1:pos:R:3:lowdin_charge:R:1 method="wB97M-V/def2-TZVPD" total_charge=0 e_homo_ev=-8.8 energy_ev=-97621.2296 de_lowest_kcal_mol=8.83 homo_lumo_gap_ev=9.42
C -1.788 -2.200 5.959 -0.154
C -1.845 -1.261 4.811 -0.190
C -0.627 -0.403 4.951 -0.196
O -0.555 -0.279 6.375 -0.136
C -0.985 -1.436 7.013 -0.208
H -1.163 -3.024 5.614 0.089
H -2.783 -2.572 6.203 0.119
H -2.663 -0.549 4.692 0.103
H -1.782 -1.834 3.886 0.097
H -0.600 0.545 4.413 0.110
H 0.310 -0.878 4.659 0.113
H -1.622 -1.210 7.868 0.119
H -0.123 -2.031 7.316 0.117
C 5.268 -3.357 -3.015 -0.215
C 5.138 -1.940 -2.666 -0.197
C 4.358 -1.953 -1.417 -0.174
O 4.914 -3.142 -0.815 -0.171
C 5.377 -4.180 -1.774 -0.128
H 5.932 -3.510 -3.866 0.121
H 4.336 -3.581 -3.533 0.096
H 4.656 -1.270 -3.378 0.114
H 6.144 -1.541 -2.535 0.127
H 3.309 -2.237 -1.492 0.104
H 4.494 -1.091 -0.763 0.111
H 4.724 -5.048 -1.865 0.112
H 6.401 -4.467 -1.538 0.117
C -1.492 4.820 1.594 -0.183
C -1.042 6.237 1.729 -0.177
C -0.157 6.389 2.984 -0.139
O -0.197 5.012 3.481 -0.183
C -1.357 4.291 3.012 -0.170
H -0.992 4.278 0.793 0.099
H -2.530 4.816 1.261 0.096
H -1.893 6.886 1.936 0.112
H -0.476 6.569 0.859 0.104
H -0.514 7.127 3.701 0.112
H 0.878 6.589 2.707 0.115
H -2.157 4.600 3.683 0.121
H -1.233 3.215 3.142 0.109
C -4.841 1.513 0.531 -0.176
C -4.262 2.004 1.820 -0.153
C -4.856 1.017 2.813 -0.169
O -5.616 0.092 2.024 -0.121
C -5.123 0.053 0.712 -0.216
H -4.116 1.607 -0.278 0.096
H -5.709 2.072 0.181 0.127
H -4.581 3.012 2.086 0.113
H -3.173 2.018 1.867 0.091
H -5.521 1.391 3.591 0.121
H -4.105 0.485 3.397 0.091
H -5.950 -0.222 0.057 0.115
H -4.278 -0.620 0.566 0.095
C 1.705 2.717 5.508 -0.126
C 2.229 2.551 4.074 -0.164
C 3.701 2.809 4.139 -0.224
O 3.912 3.505 5.323 -0.102
C 2.995 3.091 6.246 -0.250
H 1.305 1.836 6.010 0.099
H 0.993 3.541 5.531 0.100
H 1.755 3.290 3.428 0.093
H 1.953 1.612 3.596 0.093
H 3.992 3.316 3.219 0.117
H 4.281 1.887 4.171 0.103
H 2.838 3.780 7.076 0.119
H 3.373 2.245 6.819 0.112
C -2.760 4.285 -1.784 -0.159
C -1.777 5.397 -2.164 -0.142
C -0.696 4.699 -3.037 -0.196
O -0.589 3.437 -2.442 -0.134
C -1.806 3.102 -1.785 -0.213
H -3.435 4.043 -2.605 0.113
H -3.287 4.460 -0.846 0.101
H -1.385 5.867 -1.262 0.094
H -2.380 6.070 -2.773 0.108
H 0.231 5.220 -2.797 0.115
H -0.975 4.697 -4.090 0.120
H -1.660 2.820 -0.743 0.086
H -2.362 2.319 -2.301 0.104
C 0.256 0.938 0.807 -0.110
C -0.659 -0.107 1.462 -0.170
C -1.359 -0.827 0.367 -0.209
O -0.529 -0.632 -0.752 -0.142
C 0.647 0.123 -0.409 -0.174
H 1.095 1.205 1.450 0.102
H -0.339 1.794 0.488 0.088
H -1.471 0.311 2.056 0.095
H -0.107 -0.797 2.102 0.098
H -2.299 -0.327 0.134 0.097
H -1.533 -1.865 0.650 0.107
H 0.857 0.760 -1.269 0.116
H 1.493 -0.543 -0.243 0.106
C 2.572 -4.638 1.948 -0.151
C 1.744 -5.025 3.127 -0.190
C 1.025 -3.759 3.596 -0.195
O 0.666 -3.199 2.343 -0.166
C 1.732 -3.432 1.399 -0.150
H 2.653 -5.412 1.185 0.106
H 3.577 -4.321 2.226 0.106
H 2.268 -5.495 3.960 0.113
H 1.098 -5.824 2.762 0.114
H 1.638 -3.103 4.214 0.123
H 0.152 -4.100 4.152 0.106
H 2.380 -2.566 1.259 0.109
H 1.256 -3.681 0.451 0.102
C -4.574 -1.274 -3.755 -0.155
C -5.976 -0.836 -3.693 -0.214
C -5.959 0.526 -3.213 -0.198
O -4.589 0.787 -2.902 -0.144
C -3.896 -0.417 -2.692 -0.189
H -4.117 -1.092 -4.727 0.109
H -4.443 -2.350 -3.638 0.116
H -6.559 -1.533 -3.091 0.103
H -6.417 -0.898 -4.688 0.123
H -6.650 0.647 -2.378 0.121
H -6.208 1.154 -4.068 0.127
H -4.030 -0.736 -1.658 0.091
H -2.827 -0.228 -2.789 0.095
C -0.642 -3.401 -2.267 -0.162
C 0.739 -3.987 -2.601 -0.170
C 0.571 -5.453 -2.379 -0.204
O -0.823 -5.645 -2.482 -0.110
C -1.452 -4.450 -2.905 -0.224
H -0.849 -2.431 -2.720 0.106
H -0.802 -3.327 -1.191 0.102
H 1.531 -3.523 -2.013 0.092
H 0.990 -3.673 -3.614 0.100
H 0.863 -5.692 -1.356 0.113
H 1.198 -5.992 -3.088 0.119
H -2.471 -4.388 -2.524 0.114
H -1.436 -4.297 -3.984 0.125
C 3.198 4.941 -4.524 -0.162
C 2.469 3.647 -4.982 -0.144
C 2.621 2.619 -3.845 -0.202
O 3.528 3.240 -2.986 -0.180
C 4.244 4.356 -3.594 -0.169
H 2.543 5.644 -4.010 0.097
H 3.653 5.536 -5.316 0.107
H 2.950 3.351 -5.914 0.104
H 1.437 3.879 -5.243 0.094
H 3.209 1.733 -4.087 0.114
H 1.633 2.389 -3.448 0.100
H 5.073 3.939 -4.167 0.115
H 4.663 5.016 -2.835 0.120
C 2.779 -2.456 -6.203 -0.040
O 1.484 -1.952 -6.152 -0.006
C 1.037 -1.165 -5.188 -0.529
O 1.619 -0.846 -4.144 0.089
O -0.267 -0.818 -5.475 -0.021
C -1.006 0.082 -4.677 -0.046
H 3.433 -1.674 -5.817 0.094
H 3.019 -2.713 -7.235 0.104
H 2.805 -3.292 -5.504 0.089
H -0.867 -0.195 -3.632 0.071
H -2.020 -0.082 -5.041 0.091
H -0.725 1.134 -4.724 0.096
C 6.668 -1.384 2.697 -0.051
O 6.539 -0.542 1.581 -0.015
C 5.472 0.290 1.535 -0.535
O 4.526 0.279 2.377 0.056
O 5.562 1.026 0.438 -0.007
C 4.446 1.795 -0.013 -0.010
H 6.939 -0.755 3.545 0.103
H 7.408 -2.171 2.556 0.095
H 5.718 -1.909 2.794 0.090
H 4.703 2.228 -0.980 0.086
H 4.234 2.611 0.677 0.092
H 3.564 1.155 -0.007 0.084
C -6.435 -3.129 -0.733 -0.040
O -5.825 -3.579 0.468 -0.017
C -4.464 -3.599 0.532 -0.506
O -3.685 -3.233 -0.369 0.074
O -4.123 -4.287 1.642 0.018
C -2.743 -4.534 1.910 -0.041
H -6.291 -3.946 -1.439 0.106
H -5.973 -2.203 -1.074 0.058
H -7.492 -3.031 -0.485 0.105
H -1.991 -4.401 1.132 0.086
H -2.593 -5.506 2.379 0.097
H -2.342 -3.854 2.663 0.071